(1)
{
  "formula": "C6H12N2",
  "method": "the ωB97M-V functional and the def2-TZVPD basis",
  "symbols": ["C", "C", "C", "N", "C", "N", "H", "H", "H", "H", "H", "H", "C", "C", "H", "H", "H", "H", "H", "H"],
  "xyz": [[-0.50821, 1.32779, -0.91730], [0.59383, 0.31432, -0.74224], [0.87964, -0.62450, 0.20110], [1.83526, -1.45762, -0.30927], [2.12196, -0.97386, -1.54711], [1.39822, 0.05427, -1.85340], [-1.26213, 1.24300, -0.13197], [-1.05833, 1.10094, -1.82726], [0.07789, 2.24570, -0.94118], [0.49006, -0.56750, 1.20425], [2.21268, -2.26715, 0.14918], [2.74170, -1.53058, -2.23172], [-2.31397, 1.06538, 2.51946], [-2.48869, -0.03575, 1.47082], [-1.32313, 0.97956, 2.96575], [-2.51528, 2.05608, 2.12487], [-2.98321, 0.84697, 3.35354], [-1.59141, -0.21726, 0.89654], [-2.74612, -0.99052, 1.92991], [-3.22284, 0.19462, 0.69563]],
  "forces_ev_per_angstrom": [[0.87, -0.66, 0.74], [0.02, -1.12, -1.46], [-0.92, 1.16, 0.73], [0.11, 0.26, 0.32], [-0.04, -0.87, -0.27], [-0.33, 0.49, 0.06], [0.56, 0.68, 0.03], [0.37, 0.30, -0.34], [-0.98, 0.61, -0.19], [0.24, -0.79, 0.12], [0.13, 0.06, -0.09], [0.27, 0.18, 0.04], [-0.16, -0.95, 0.23], [-0.06, -0.20, -0.29], [0.15, 0.40, -0.16], [0.20, 0.11, 0.10], [-0.23, 0.37, -0.08], [0.24, -0.13, 0.16], [-0.14, 0.04, 0.02], [-0.31, 0.04, 0.32]],
  "lowdin_charge": [-0.03, -0.34, -0.10, 0.05, -0.22, 0.09, 0.03, 0.08, 0.08, 0.11, 0.14, 0.11, -0.15, -0.18, 0.06, 0.06, 0.06, 0.00, 0.07, 0.07],
  "smiles": "Cc1c[nH]cn1.CC",
  "gap_ev": 9.5,
  "homo_ev": -8.6,
  "lumo_energy_ev": 0.89
}

---

(2)
{
  "formula": "C6H12N2",
  "method": "the ωB97M-V functional and the def2-TZVPD basis",
  "symbols": ["C", "C", "C", "C", "C", "C", "H", "H", "H", "H", "H", "H", "H", "H", "H", "H", "H", "H", "N", "N"],
  "xyz": [[-0.91290, 2.10770, -0.98111], [0.61093, 0.73613, 0.03199], [1.62657, -0.37744, 0.52649], [-0.62806, -0.65071, 1.18028], [-0.50021, -0.28417, -0.22552], [-0.62854, -1.49770, -1.15002], [-1.50309, 2.20568, 0.18604], [0.02843, 2.80051, -1.12122], [-1.51173, 2.12193, -2.26341], [0.18069, 1.54206, 0.89830], [1.38006, -1.07258, -0.41507], [2.67695, -0.37805, 0.93863], [1.24475, -0.34782, 2.48164], [-1.28618, -0.04737, 2.07534], [-0.83948, -1.90643, 1.10424], [-1.78447, -1.87143, -0.93006], [-0.36515, -1.34487, -2.43059], [0.11818, -2.13430, -0.46806], [-0.15387, 0.85633, -1.01963], [0.76162, -0.82351, 1.54128]],
  "forces_ev_per_angstrom": [[0.27, 0.70, -2.51], [3.80, 1.10, 4.08], [-0.92, -0.41, -3.66], [-2.94, -3.00, 3.67], [-2.70, 0.55, -2.87], [0.16, -1.52, 0.23], [1.38, 0.10, -3.89], [-2.48, -0.23, 0.57], [1.09, 0.30, 4.66], [1.69, -2.11, -1.34], [2.64, 0.98, 1.87], [-0.99, 0.64, -1.01], [-2.71, -1.62, -2.72], [1.62, -1.76, -2.76], [-1.12, 3.60, 0.69], [3.06, 0.61, -0.93], [-0.69, -0.50, 4.42], [-1.65, -0.44, -2.82], [-3.42, 2.46, -2.26], [3.91, 0.55, 6.58]],
  "lowdin_charge": [-0.10, -0.28, -0.19, -0.23, -0.55, -0.07, 0.15, 0.09, 0.17, 0.17, 0.12, 0.13, 0.19, 0.17, 0.16, 0.13, 0.17, 0.08, -0.15, -0.16],
  "gap_ev": 8.8,
  "homo_ev": -8.0,
  "lumo_energy_ev": 0.83
}

---

(3)
{
  "formula": "C6H12N2",
  "method": "the ωB97M-V functional and the def2-TZVPD basis",
  "symbols": ["C", "C", "C", "N", "C", "N", "H", "H", "H", "H", "H", "H", "C", "C", "H", "H", "H", "H", "H", "H"],
  "xyz": [[1.49446, 1.39734, 2.38325], [1.12793, 1.17805, 0.96175], [1.70211, 0.28093, 0.10565], [1.15909, 0.54547, -1.12278], [0.20235, 1.49744, -0.96820], [0.24208, 1.96789, 0.26974], [2.34257, 2.10605, 2.40023], [1.77439, 0.47357, 2.87392], [0.66245, 1.88906, 2.88512], [2.24470, -0.60288, 0.39692], [1.25963, 0.05233, -1.99012], [-0.31850, 2.00899, -1.75999], [-2.09998, -1.24553, -1.39365], [-1.42808, -2.11193, -0.25867], [-2.21413, -1.78698, -2.31897], [-2.91789, -0.65737, -1.00766], [-1.41106, -0.41106, -1.62353], [-0.54103, -1.54858, 0.05105], [-1.95949, -1.88986, 0.67617], [-1.32158, -3.14292, -0.56023]],
  "forces_ev_per_angstrom": [[0.03, 0.92, -0.25], [0.10, 0.03, -0.72], [-0.28, -0.16, 0.55], [-0.96, -0.45, -0.80], [1.37, 1.22, 1.37], [-0.64, -0.27, -0.09], [-0.25, -0.36, 0.25], [0.03, -0.09, 0.17], [0.03, -0.18, 0.21], [0.38, 0.08, -0.55], [0.30, -0.35, 0.10], [-0.06, -0.35, -0.22], [1.92, 0.73, 0.88], [-0.70, 2.60, 0.04], [-0.73, -0.11, -0.13], [-0.95, -0.54, -0.28], [-0.01, -0.52, -0.17], [0.74, -0.90, -0.63], [-0.59, -1.14, -0.23], [0.25, -0.15, 0.51]],
  "lowdin_charge": [-0.05, -0.38, -0.09, 0.04, -0.21, 0.09, 0.08, 0.07, 0.07, 0.12, 0.14, 0.12, -0.15, -0.14, 0.05, 0.06, 0.02, 0.03, 0.06, 0.06],
  "smiles": "Cc1c[nH]cn1.CC",
  "gap_ev": 9.5,
  "homo_ev": -8.6,
  "lumo_energy_ev": 0.92
}

---

(4)
{
  "formula": "C6H12N2",
  "method": "the ωB97M-V functional and the def2-TZVPD basis",
  "symbols": ["C", "C", "N", "H", "H", "H", "H", "H", "H", "H", "C", "C", "N", "C", "C", "H", "H", "H", "H", "H"],
  "xyz": [[2.26574, -0.10872, 0.79259], [0.50713, 1.29639, -1.05003], [1.23846, -0.70288, -0.02120], [1.64069, -1.02239, -0.90313], [2.99844, -0.86962, 1.09530], [1.82109, 0.32612, 1.69026], [2.85053, 0.68030, 0.28570], [0.74151, 1.83249, -0.14405], [-0.30127, 1.63107, -1.85186], [1.37868, 1.13983, -1.67315], [-1.91485, -1.20616, 0.97264], [-1.36482, 0.10251, 0.47342], [-1.50306, 1.24992, 0.98935], [-0.59762, -0.05971, -0.78824], [-0.96045, -0.23641, -2.01913], [-2.05756, 1.20929, 1.84472], [-1.08394, -1.90099, 1.09998], [-2.43893, -1.07882, 1.92064], [-2.59825, -1.62455, 0.23086], [-0.62151, -0.65767, -2.94466]],
  "forces_ev_per_angstrom": [[0.08, 0.44, -0.08], [-2.73, -0.16, -2.83], [0.49, -1.17, 0.42], [-0.02, 0.06, 0.03], [-0.14, -0.04, 0.03], [0.05, -0.07, 0.00], [-0.16, -0.09, 0.02], [-0.58, 0.32, 0.04], [2.28, 1.52, 2.44], [0.30, -0.67, 0.24], [-0.06, 0.19, 0.21], [-0.28, -0.63, 0.07], [0.23, -0.03, 0.02], [1.46, 2.82, -0.81], [-1.15, -2.80, 0.53], [-0.02, -0.12, -0.08], [-0.04, -0.03, -0.01], [-0.01, -0.03, -0.03], [0.04, 0.01, 0.00], [0.25, 0.48, -0.21]],
  "lowdin_charge": [-0.20, -0.04, -0.02, 0.07, 0.08, 0.07, 0.07, 0.05, 0.09, 0.05, -0.04, -0.43, 0.16, -0.37, 0.11, 0.06, 0.08, 0.07, 0.08, 0.05],
  "gap_ev": [6.8, 8.9],
  "homo_ev": [-7.2, -8.5],
  "lumo_energy_ev": [-0.42, 0.35]
}

---

(5)
{
  "formula": "C6H12N2",
  "method": "the ωB97M-V functional and the def2-TZVPD basis",
  "symbols": ["C", "C", "C", "N", "C", "N", "H", "H", "H", "H", "H", "H", "C", "C", "H", "H", "H", "H", "H", "H"],
  "xyz": [[0.04812, 2.80739, -1.77079], [-0.23040, 1.48450, -1.23638], [-0.08531, 0.21815, -1.70928], [-0.87379, -0.78198, -1.06545], [-1.67457, -0.02891, -0.25046], [-1.35501, 1.28723, -0.31990], [-0.61584, 3.46745, -1.27837], [-0.19975, 3.19001, -2.77228], [1.05435, 3.23646, -1.62173], [0.61913, -0.23029, -2.42117], [-0.62274, -1.82335, -1.00619], [-2.41599, -0.34792, 0.46294], [1.30888, -2.09986, 1.82220], [0.25112, -0.94986, 1.95082], [2.08246, -1.94514, 1.03036], [1.75211, -2.17591, 2.89762], [0.88621, -3.08983, 1.51256], [-0.01207, -0.73078, 3.02935], [0.78753, -0.21907, 1.32586], [-0.70445, -1.26830, 1.42031]],
  "forces_ev_per_angstrom": [[1.16, 2.33, -0.35], [-4.11, -3.74, 0.36], [2.34, -2.59, -0.83], [0.63, 0.79, -0.22], [1.40, 3.31, -0.01], [-0.02, -1.25, -0.12], [-0.55, 0.75, 1.31], [0.03, -1.59, -0.46], [-0.18, -0.58, 0.28], [-0.18, 0.66, 0.13], [-0.76, 2.50, -0.26], [-0.03, -0.39, -0.27], [0.11, -1.02, 1.64], [-0.18, -1.58, -1.02], [-0.41, 0.39, 0.96], [-0.15, -0.36, -2.22], [0.07, 0.66, 0.73], [0.60, 0.20, -1.48], [-1.14, 0.89, 0.88], [1.37, 0.61, 0.94]],
  "lowdin_charge": [-0.08, -0.30, -0.10, 0.03, -0.25, 0.08, 0.05, 0.08, 0.08, 0.11, 0.18, 0.11, -0.19, -0.18, 0.06, 0.08, 0.05, 0.08, 0.06, 0.04],
  "smiles": "Cc1c[nH]cn1.CC",
  "gap_ev": 9.5,
  "homo_ev": -8.7,
  "lumo_energy_ev": 0.77
}

---

(6)
{
  "formula": "C6H12N2",
  "method": "the ωB97M-V functional and the def2-TZVPD basis",
  "symbols": ["C", "C", "C", "C", "C", "C", "H", "H", "H", "H", "H", "H", "H", "H", "H", "H", "H", "H", "N", "N"],
  "xyz": [[1.18595, 1.12315, -0.21925], [-0.39310, 1.52166, -0.00587], [-1.40470, 0.39632, 0.34537], [-1.62353, -0.82271, -0.62569], [-0.14869, -1.03677, -0.13247], [1.35126, -1.39485, -0.09029], [1.80901, 1.94821, 0.11648], [1.33624, 1.10207, -1.31202], [-0.67952, 2.07289, -0.91758], [-0.44063, 2.26333, 0.80572], [-2.31258, 0.82972, 0.79027], [-2.39634, -1.50981, -0.22735], [-1.79117, -0.67321, -1.70879], [0.07289, -0.21956, -0.76218], [1.67154, -2.12398, 0.66666], [1.66965, -1.75001, -1.09183], [1.84314, -0.05322, 1.26329], [-1.11126, -1.16760, 1.65507], [1.90984, -0.06038, 0.26483], [-0.54800, -0.44526, 1.18563]],
  "forces_ev_per_angstrom": [[-0.01, 0.43, -1.14], [0.47, 0.47, -0.18], [-1.02, 0.56, 0.24], [-0.44, -0.55, -0.46], [0.03, -0.72, 0.66], [-0.45, -0.61, -0.75], [-0.22, 0.30, 0.16], [-0.09, 0.15, 0.19], [0.07, -0.20, 0.20], [-0.06, -0.36, -0.10], [0.19, -0.17, 0.02], [0.34, 0.33, -0.07], [0.15, 0.03, 0.43], [0.52, 0.44, -0.48], [-0.12, 0.20, -0.24], [0.11, 0.32, 0.52], [0.18, 0.21, 0.59], [0.10, 0.33, -0.28], [-0.04, -0.75, 0.25], [0.30, -0.41, 0.43]],
  "lowdin_charge": [-0.21, -0.11, -0.33, -0.04, -0.31, -0.14, 0.11, 0.11, 0.11, 0.10, 0.13, 0.10, 0.10, 0.04, 0.11, 0.11, 0.08, 0.11, -0.08, 0.01],
  "gap_ev": 9.7,
  "homo_ev": -8.7,
  "lumo_energy_ev": 1.01
}

---

(7)
{
  "formula": "C6H12N2",
  "method": "the ωB97M-V functional and the def2-TZVPD basis",
  "symbols": ["C", "C", "N", "C", "N", "C", "C", "C", "H", "H", "H", "H", "H", "H", "H", "H", "H", "H", "H", "H"],
  "xyz": [[-0.63865, -1.97687, 0.63454], [-0.73026, -0.64573, -0.05076], [-1.67223, -0.43898, -0.93828], [-1.47045, 0.96056, -1.29908], [-0.47699, 1.51593, -0.38281], [0.39551, 0.35424, 0.05767], [0.87369, 0.61450, 1.47955], [1.54157, 0.06562, -0.89644], [-1.56936, -2.53722, 0.51077], [-0.46043, -1.84907, 1.70460], [0.17702, -2.55573, 0.19416], [-2.41015, 1.52034, -1.21790], [-1.13342, 1.03256, -2.34032], [-0.96237, 1.93678, 0.40818], [0.03791, 0.74262, 2.17644], [1.49125, 1.51813, 1.53426], [1.47159, -0.22645, 1.84889], [1.18667, -0.21955, -1.89314], [2.16156, -0.75556, -0.51825], [2.18753, 0.94388, -1.01209]],
  "forces_ev_per_angstrom": [[-0.34, -0.01, -0.05], [-1.08, -2.65, -1.67], [1.84, 0.42, 2.39], [0.06, 0.43, -0.25], [1.04, 0.75, -0.59], [-2.32, 1.74, 0.34], [0.18, -0.18, 0.22], [0.19, -0.04, -0.32], [0.18, 0.11, -0.06], [0.15, -0.07, -0.05], [0.08, -0.03, 0.18], [0.16, -0.15, -0.05], [0.00, -0.04, 0.06], [0.34, -0.33, -0.05], [0.02, -0.01, -0.17], [-0.07, -0.16, -0.15], [-0.04, 0.13, -0.08], [-0.03, 0.08, 0.18], [-0.15, 0.08, -0.02], [-0.20, -0.09, 0.14]],
  "lowdin_charge": [-0.03, -0.32, 0.11, -0.26, 0.00, -0.52, -0.04, -0.02, 0.08, 0.07, 0.08, 0.11, 0.11, 0.10, 0.09, 0.09, 0.08, 0.09, 0.09, 0.09],
  "smiles": "CC1=NCNC1(C)C",
  "gap_ev": 10.0,
  "homo_ev": -9.1,
  "lumo_energy_ev": 0.92
}

---

(8)
{
  "formula": "C6H12N2",
  "method": "the ωB97M-V functional and the def2-TZVPD basis",
  "symbols": ["C", "C", "C", "N", "C", "N", "H", "H", "H", "H", "H", "H", "C", "C", "H", "H", "H", "H", "H", "H"],
  "xyz": [[1.26838, -0.42097, 1.39829], [0.69442, 0.57453, 0.51221], [1.20187, 1.18578, -0.62643], [0.15267, 1.99259, -1.16195], [-0.91664, 1.78707, -0.26770], [-0.58750, 0.94781, 0.72904], [0.69076, -0.51086, 2.34026], [2.25875, -0.11232, 1.74953], [1.54131, -1.40102, 0.92712], [2.13849, 1.13054, -1.12356], [0.12553, 2.95260, -1.77888], [-2.01780, 2.12410, -0.20814], [-1.42776, -1.90583, -0.20030], [-0.29123, -2.93054, -0.31556], [-1.58569, -1.57261, -1.20008], [-2.31450, -2.35655, 0.33387], [-1.16791, -1.03462, 0.40335], [0.71688, -2.48123, -0.76361], [-0.09888, -3.44399, 0.56031], [-0.41737, -3.61703, -1.21285]],
  "forces_ev_per_angstrom": [[2.08, -1.28, 1.29], [0.29, 0.80, -1.84], [-1.42, 0.84, 0.29], [-1.83, 2.00, 0.38], [-0.49, -0.69, 1.53], [-0.89, 1.79, -1.77], [0.00, -0.29, -0.86], [0.05, 0.32, 0.00], [-0.94, 0.70, 0.40], [0.51, -0.03, -0.15], [0.66, -3.71, 1.98], [2.27, 0.11, -1.04], [0.31, -0.93, 1.31], [1.60, 1.27, -4.25], [-0.94, 0.41, -0.62], [0.64, 0.35, -1.09], [0.05, -0.39, -0.15], [-1.86, -0.29, 1.51], [0.55, -1.20, 1.64], [-0.62, 0.20, 1.43]],
  "lowdin_charge": [-0.07, -0.42, -0.05, 0.01, -0.19, 0.04, 0.10, 0.07, 0.07, 0.09, 0.21, 0.14, -0.16, -0.19, 0.05, 0.09, 0.01, 0.09, 0.02, 0.07],
  "smiles": "Cc1c[nH]cn1.CC",
  "gap_ev": 9.3,
  "homo_ev": -8.5,
  "lumo_energy_ev": 0.84
}